(1)
C4H6FN | ωB97M-V/def2-TZVPD

The geometry in ORCA input format:
```
! wB97M-V def2-TZVPD RIJCOSX def2/J DEFGRID3
* xyz 0 1
C -2.386 -0.308 0.111
C -1.228 -0.148 -0.153
C 0.927 -0.568 0.891
C 0.130 0.219 -0.117
N 0.663 0.317 -1.446
F 0.152 1.499 0.522
H -3.418 -0.715 0.218
H 1.963 -0.190 0.810
H 0.546 -0.160 1.838
H 0.864 -1.645 0.624
H 0.213 1.100 -1.984
H 1.575 0.599 -1.314
*
```

Summary:
SMILES string: C#C[C@@](C)(N)F
Energy above the lowest of the compared OMol25 structures with the same formula, charge and spin (kcal/mol): 40.78
Largest force on an atom (Eh/bohr): 0.055
E (Eh): -310.55258
Kohn-Sham gap (eV): 11.5


(2)
C4H6FNO | ωB97M-V/def2-TZVPD

The geometry in ORCA input format:
```
! wB97M-V def2-TZVPD RIJCOSX def2/J DEFGRID3
* xyz 0 1
C -0.636 1.080 -1.068
C -1.392 0.583 0.135
C -0.861 -0.410 0.958
C 1.577 -0.424 0.681
H -0.184 2.197 -1.017
H 0.208 0.388 -1.157
H -2.350 1.075 0.440
H -1.560 -0.958 1.646
H 0.379 -1.902 1.188
H 1.444 0.619 0.410
N 0.334 -0.980 0.907
O 2.553 -1.084 0.927
F -1.426 1.015 -2.168
*
```

Summary:
SMILES string: O=CN/C=C\CF
Energy above the lowest of the compared OMol25 structures with the same formula, charge and spin (kcal/mol): 28.12
Largest force on an atom (Eh/bohr): 0.106
E (Eh): -385.82870
Kohn-Sham gap (eV): 9.8


(3)
C4H6FNO | ωB97M-V/def2-TZVPD

The geometry in ORCA input format:
```
! wB97M-V def2-TZVPD RIJCOSX def2/J DEFGRID3
* xyz 0 1
C 1.525 -0.745 -0.058
C 0.266 0.073 -0.027
C -1.979 -0.281 0.778
C -2.089 0.221 -0.648
H 1.659 -1.469 0.747
H 1.532 -1.274 -1.040
H -2.687 -1.041 1.124
H -1.643 0.426 1.505
H -2.733 -0.296 -1.351
H -1.888 1.272 -0.817
N -0.951 -0.647 -0.258
O 0.310 1.294 0.164
F 2.622 0.106 0.007
*
```

Summary:
SMILES string: O=C(CF)N1CC1
Energy above the lowest of the compared OMol25 structures with the same formula, charge and spin (kcal/mol): 33.40
Largest force on an atom (Eh/bohr): 0.060
E (Eh): -385.82030
Kohn-Sham gap (eV): 11.2


(4)
C4H6FNO2 | ωB97M-V/def2-TZVPD

The geometry in ORCA input format:
```
! wB97M-V def2-TZVPD RIJCOSX def2/J DEFGRID3
* xyz 0 1
C -0.799 -0.322 -1.512
C -0.392 0.580 -0.353
C -0.517 -0.068 1.036
C 1.711 0.291 0.490
H -0.566 0.216 -2.432
H -0.186 -1.232 -1.428
H -0.930 1.512 -0.510
H -0.865 -1.108 0.935
H -1.207 0.492 1.669
H 1.199 -0.695 2.106
N 0.827 0.020 1.517
O 2.899 0.067 0.441
O 0.980 0.889 -0.495
F -2.154 -0.641 -1.465
*
```

Summary:
SMILES string: O=C1NC[C@H](CF)O1
Energy above the lowest of the compared OMol25 structures with the same formula, charge and spin (kcal/mol): 0.09
Largest force on an atom (Eh/bohr): 0.028
E (Eh): -461.13367
Kohn-Sham gap (eV): 11.1


(5)
C4H6FNOS | ωB97M-V/def2-TZVPD

The geometry in ORCA input format:
```
! wB97M-V def2-TZVPD RIJCOSX def2/J DEFGRID3
* xyz 0 1
C 1.035 0.446 -1.653
C 0.078 -0.181 0.533
C 1.091 -0.826 1.087
C -0.999 0.508 1.353
H -1.509 -1.337 -2.099
H 1.874 0.803 -1.011
H 1.934 -1.093 0.474
H 0.965 -1.102 2.132
H -0.682 0.560 2.415
H -1.953 -0.041 1.259
N -0.070 0.053 -0.887
O 1.007 0.425 -2.866
F -1.132 1.821 0.923
S -1.640 -0.037 -1.659
*
```

Summary:
SMILES string: C=C(CF)N(S)C=O
Energy above the lowest of the compared OMol25 structures with the same formula, charge and spin (kcal/mol): 42.25
Largest force on an atom (Eh/bohr): 0.031
E (Eh): -784.01273
Kohn-Sham gap (eV): 10.1


(6)
C4H6FNSe | ωB97M-V/def2-TZVPD

The geometry in ORCA input format:
```
! wB97M-V def2-TZVPD RIJCOSX def2/J DEFGRID3
* xyz 0 1
C 1.485 0.470 -1.105
C -1.992 -0.947 -0.600
C 0.192 0.464 1.128
C 1.711 0.441 0.404
N 1.249 0.825 -2.174
F 2.376 -0.599 0.899
Se -0.939 -1.044 0.958
H -2.716 -1.643 -0.429
H -2.229 0.067 -0.955
H -1.344 -1.336 -1.540
H 0.514 0.617 2.083
H -0.385 1.255 0.677
H 2.079 1.432 0.654
*
```

Summary:
SMILES string: C[Se]C[C@@H](F)C#N
Energy above the lowest of the compared OMol25 structures with the same formula, charge and spin (kcal/mol): 0.00
Largest force on an atom (Eh/bohr): 0.124
E (Eh): -2711.98461
Kohn-Sham gap (eV): 9.2